Entry 1:
Formula: ClF2H
Source: the OMol25 dataset
Level of theory: the ωB97M-V functional and the def2-TZVPD basis

- Lowest unoccupied orbital energy: -0.440 eV
- E_tot: -17970.12394 eV
- F_max: 0.106 hartree/bohr
- HOMO: -0.415 Ha
- SMILES: FCl.F
- Frontier orbital gap: 10.847 eV
- Charge: 0

XYZ file:
```
4
ClF2H, DFT the ωB97M-V functional and the def2-TZVPD basis
F -0.638 0.622 -0.019
Cl -2.147 -0.025 -0.036
F 1.033 -0.018 -0.061
H 1.752 -0.580 0.117
```

=====

Entry 2:
Formula: C14H20LuN12S
Source: the OMol25 dataset
Level of theory: the ωB97M-V functional and the def2-TZVPD basis

- Lowest unoccupied orbital energy: -3.336 eV
- E_tot: -77178.74101 eV
- F_max: 0.012 hartree/bohr
- HOMO: -0.395 Ha
- Frontier orbital gap: 7.426 eV
- Charge: +1

XYZ file:
```
48
C14H20LuN12S, DFT the ωB97M-V functional and the def2-TZVPD basis
Lu 1.019 0.417 0.803
C -3.316 0.575 2.421
C -2.048 0.789 1.668
N -0.919 0.342 2.093
N -0.931 -0.226 3.325
C 0.172 -0.860 3.687
N 0.217 -1.181 4.985
S 1.510 -1.388 2.697
C -2.004 1.581 0.417
C -3.092 2.319 -0.017
C -2.979 3.088 -1.164
C -1.783 3.098 -1.859
C -0.742 2.333 -1.367
N -0.843 1.593 -0.262
H -3.286 -0.396 2.907
H -4.185 0.631 1.768
H -3.422 1.320 3.215
H -0.522 -0.871 5.593
H 1.000 -1.688 5.355
H -4.013 2.307 0.547
H -3.819 3.680 -1.506
H -1.648 3.690 -2.754
H 0.215 2.308 -1.872
C 0.144 -3.580 -3.490
N 0.236 -3.198 -2.081
C -0.546 -4.010 -1.152
C 0.642 -1.974 -1.661
N 0.453 -1.501 -0.477
N 1.320 -1.219 -2.616
C 2.095 -0.093 -2.426
N 2.766 0.282 -3.541
N 2.157 0.547 -1.306
H 0.050 -4.660 -3.541
H 1.045 -3.341 -4.051
H -0.720 -3.132 -3.986
H -0.587 -5.024 -1.538
H -1.567 -3.638 -1.036
H -0.061 -4.056 -0.179
H -0.031 -2.156 0.122
H 1.374 -1.620 -3.531
H 2.828 -0.302 -4.355
H 3.407 1.055 -3.492
H 2.818 1.315 -1.357
N 4.414 5.164 4.194
C 4.105 4.169 3.695
N 3.810 2.999 3.162
C 2.994 2.533 2.369
N 2.272 1.981 1.599
```

=====

Entry 3:
Formula: C23H28N2O4
Source: the OMol25 dataset
Level of theory: the ωB97M-V functional and the def2-TZVPD basis

- Lowest unoccupied orbital energy: 0.389 eV
- E_tot: -35476.30984 eV
- F_max: 0.017 hartree/bohr
- HOMO: -0.314 Ha
- SMILES: CCOC(=O)C1(CC2CC2)CCN(C(=O)c2cc(OC)nc3ccccc23)CC1
- Frontier orbital gap: 8.945 eV
- Charge: 0

XYZ file:
```
57
C23H28N2O4, DFT the ωB97M-V functional and the def2-TZVPD basis
C -2.135 4.458 -2.766
C -1.467 3.707 -3.908
O -0.357 2.935 -3.446
C -0.627 1.738 -2.922
O -1.734 1.277 -2.834
C 0.651 1.052 -2.443
C 1.560 0.810 -3.666
C 0.918 -0.061 -4.721
C 0.081 0.559 -5.799
C 1.427 -0.008 -6.130
C 0.292 -0.273 -1.751
C 0.015 -0.075 -0.265
N 1.208 0.406 0.402
C 1.435 0.280 1.726
O 2.415 0.748 2.276
C 0.392 -0.484 2.490
C -0.606 0.175 3.146
C -1.536 -0.585 3.904
O -2.504 0.103 4.528
C -3.417 -0.663 5.289
N -1.496 -1.884 4.011
C -0.509 -2.557 3.377
C -0.464 -3.958 3.499
C 0.521 -4.674 2.874
C 1.498 -4.025 2.107
C 1.478 -2.663 1.969
C 0.477 -1.901 2.597
C 2.125 1.192 -0.401
C 1.350 1.992 -1.436
H -2.930 5.086 -3.158
H -2.563 3.752 -2.058
H -1.410 5.083 -2.251
H -1.046 4.400 -4.640
H -2.185 3.038 -4.393
H 1.812 1.776 -4.108
H 2.487 0.344 -3.322
H 0.602 -1.032 -4.361
H -0.800 0.034 -6.134
H -0.025 1.633 -5.806
H 1.476 -0.926 -6.696
H 2.226 0.682 -6.356
H -0.604 -0.686 -2.215
H 1.107 -0.988 -1.869
H -0.291 -1.025 0.181
H -0.813 0.636 -0.139
H -0.710 1.247 3.114
H -4.116 0.048 5.725
H -2.894 -1.216 6.072
H -3.944 -1.377 4.652
H -1.222 -4.440 4.098
H 0.554 -5.749 2.972
H 2.270 -4.608 1.627
H 2.235 -2.154 1.389
H 2.854 0.535 -0.891
H 2.672 1.849 0.281
H 0.608 2.603 -0.918
H 2.023 2.669 -1.963
```